No. 1
C44H40F4N3O6P2Rb | ωB97M-V/def2-TZVPD

Last column: natural (NBO) charge in e.
Element x y z (Å)
Rb: -0.133309 -0.129390 -0.140538  0.917
C: -1.932427 1.466375 4.155564  -0.612
C: -1.204863 2.706797 3.655854  -0.219
N: -0.497035 2.470002 2.405135  -0.456
C: -0.991603 3.260030 1.296908  -0.212
C: -2.421231 2.907883 0.912860  -0.622
C: 0.945607 2.496780 2.540908  -0.185
C: 1.488775 1.404152 3.457236  -0.238
N: 1.274715 0.109168 2.863746  -0.645
C: 1.267676 -0.961535 3.628782  0.092
C: 0.955677 -2.236202 3.036809  0.281
F: 0.742181 -2.265970 1.694449  -0.337
C: 0.857189 -3.403170 3.739045  0.328
F: 0.527181 -4.537509 3.069193  -0.333
C: 1.080307 -3.480644 5.112853  -0.477
C: 1.430224 -2.287218 5.712897  0.334
F: 1.698769 -2.277595 7.051986  -0.346
C: 1.537878 -1.096109 5.032071  0.210
F: 1.976573 -0.015859 5.756633  -0.357
H: -2.391108 1.646738 5.131358  0.183
H: -1.235008 0.633060 4.240140  0.228
H: -2.707774 1.169370 3.449227  0.219
H: -0.496482 3.050838 4.420849  0.174
H: -1.919793 3.526794 3.517071  0.173
H: -0.341912 3.070740 0.440846  0.208
H: -0.924601 4.348912 1.519389  0.128
H: -2.519520 1.848104 0.669123  0.260
H: -2.726938 3.484433 0.037099  0.197
H: -3.118945 3.138038 1.720975  0.188
H: 1.294275 3.482612 2.920392  0.132
H: 1.371694 2.359334 1.543424  0.183
H: 1.003348 1.521817 4.433773  0.170
H: 2.555744 1.625371 3.631505  0.159
H: 0.976388 -4.399903 5.664500  0.222
O: 2.110363 -0.064013 -1.690069  -1.083
P: 2.287220 0.894671 -2.806765  1.972
C: 0.824786 1.108721 -3.862675  -1.220
P: -0.468366 2.146335 -3.116224  1.992
O: -0.555732 1.944990 -1.644810  -1.120
C: -0.082569 3.879284 -3.491340  -0.432
C: -0.038720 4.754895 -2.411225  -0.175
C: 0.232643 6.101406 -2.617681  -0.200
C: 0.465877 6.574859 -3.899563  -0.215
C: 0.423439 5.703441 -4.981343  -0.244
C: 0.145172 4.361234 -4.777397  -0.135
C: -1.938132 1.739799 -4.050746  -0.383
C: -1.909353 1.543004 -5.434379  -0.219
C: -3.059688 1.159147 -6.096528  -0.218
C: -4.237680 0.959910 -5.381786  -0.191
C: -4.267676 1.148200 -4.011574  -0.170
C: -3.115073 1.545942 -3.341924  -0.182
C: 2.750575 2.547793 -2.253903  -0.463
C: 2.805784 2.759925 -0.882545  -0.164
C: 3.102277 4.023015 -0.387223  -0.206
C: 3.355096 5.066366 -1.264306  -0.202
C: 3.311934 4.856333 -2.639039  -0.242
C: 3.007888 3.599014 -3.133058  -0.129
C: 3.570416 0.351315 -3.971895  -0.329
C: 3.266236 -0.737052 -4.791222  -0.192
C: 4.225751 -1.270833 -5.635380  -0.213
C: 5.502305 -0.725618 -5.663352  -0.207
C: 5.817684 0.345873 -4.841853  -0.208
C: 4.856049 0.882353 -3.995958  -0.217
H: 0.360443 0.117483 -3.947535  0.324
H: 1.113984 1.458929 -4.855661  0.265
H: -0.207906 4.367383 -1.415130  0.255
H: 0.266706 6.776454 -1.772427  0.213
H: 0.680130 7.624114 -4.060240  0.205
H: 0.600702 6.071328 -5.983978  0.207
H: 0.105795 3.691239 -5.628328  0.204
H: -0.986022 1.645265 -5.993556  0.193
H: -3.032569 0.975939 -7.163145  0.208
H: -5.122605 0.609419 -5.896325  0.214
H: -5.145043 0.918834 -3.426486  0.253
H: -3.130256 1.648163 -2.264956  0.262
H: 2.602360 1.930843 -0.216236  0.255
H: 3.121519 4.188042 0.682316  0.225
H: 3.578012 6.053094 -0.878354  0.207
H: 3.494220 5.675975 -3.321896  0.212
H: 2.954565 3.440596 -4.204953  0.207
H: 2.277337 -1.179573 -4.758716  0.229
H: 3.979871 -2.116752 -6.263219  0.219
H: 6.254663 -1.145539 -6.318926  0.207
H: 6.816716 0.761797 -4.852390  0.206
H: 5.112351 1.708636 -3.346947  0.223
O: -4.666057 -4.132994 -4.942683  -0.756
C: -3.434231 -4.087314 -5.102662  0.735
O: -2.738737 -4.563695 -6.024298  -0.779
C: -2.655379 -3.237449 -4.071932  -0.079
C: -1.265455 -3.204810 -4.093560  -0.252
C: -0.603101 -2.378808 -3.206017  -0.016
N: -1.214164 -1.589551 -2.319494  -0.500
C: -2.552182 -1.658622 -2.249138  0.094
C: -3.293450 -2.461017 -3.115729  -0.218
C: -3.266524 -0.807838 -1.175947  0.747
O: -4.430328 -0.464760 -1.445978  -0.761
O: -2.598144 -0.533313 -0.151951  -0.808
H: -0.738586 -3.811198 -4.818375  0.229
H: 0.485212 -2.317385 -3.212946  0.165
H: -4.371907 -2.461567 -3.054501  0.254

Cartesian forces, eV/Å:
0.846 -0.370 1.405
0.011 -0.015 -0.013
-0.012 -0.013 0.034
-0.007 -0.049 -0.064
-0.005 0.092 0.025
0.015 -0.017 -0.021
0.031 0.001 0.008
-0.138 0.034 -0.008
0.041 -0.075 -0.066
0.017 0.082 -0.039
0.015 0.057 -0.146
0.012 -0.045 0.258
-0.006 -0.072 -0.105
0.051 0.115 0.110
-0.009 -0.004 -0.024
0.047 0.075 0.124
-0.036 -0.033 -0.193
0.012 0.032 0.073
-0.019 -0.105 -0.027
-0.023 0.006 0.025
0.017 -0.016 0.014
-0.004 -0.012 -0.025
-0.012 0.008 -0.015
-0.001 0.004 0.017
-0.007 -0.009 -0.015
0.018 -0.010 -0.011
0.006 -0.024 -0.008
0.002 0.033 -0.025
-0.022 -0.005 -0.001
0.000 0.010 -0.024
0.010 0.001 0.037
0.040 -0.006 0.007
0.005 -0.003 -0.024
-0.004 -0.028 0.011
0.218 0.189 -0.347
0.229 -0.087 0.035
-0.053 -0.014 0.028
-0.081 -0.087 0.191
-0.093 0.646 -0.669
0.026 0.036 0.057
-0.034 0.067 -0.081
-0.064 -0.054 -0.007
-0.006 0.001 0.011
0.007 -0.026 0.003
0.007 0.006 -0.019
-0.014 -0.017 0.019
-0.006 -0.044 0.011
-0.002 0.018 -0.003
-0.014 -0.014 0.002
0.101 -0.020 0.037
-0.077 0.017 -0.026
0.111 -0.006 -0.005
-0.043 -0.002 0.011
0.000 0.027 0.006
0.012 -0.022 -0.053
0.074 -0.063 0.013
0.057 -0.018 -0.014
-0.048 -0.057 -0.035
-0.005 0.037 -0.003
0.004 0.004 0.004
0.015 -0.001 0.007
-0.015 0.003 -0.001
-0.043 -0.021 0.004
0.047 -0.004 -0.065
-0.020 -0.002 -0.002
-0.017 -0.021 0.032
0.006 0.012 0.019
0.002 0.018 -0.001
0.004 0.007 -0.014
-0.021 -0.007 -0.007
0.005 0.003 0.002
-0.005 -0.009 0.001
-0.015 -0.008 -0.010
-0.050 -0.019 0.017
0.013 -0.043 0.041
0.012 -0.014 0.019
-0.002 -0.008 0.010
0.006 0.021 0.007
0.004 0.001 -0.007
0.028 -0.005 0.011
-0.013 -0.016 -0.008
-0.014 -0.012 -0.008
0.007 0.002 -0.008
0.018 0.014 0.002
-0.009 0.056 0.029
-0.185 -0.132 0.125
-0.063 0.426 -0.229
0.179 -0.228 -0.038
0.034 -0.090 0.128
0.052 0.028 -0.040
0.017 0.202 -0.176
-0.227 -0.229 0.011
0.032 -0.027 -0.115
-0.019 0.072 -0.020
0.049 -0.057 -0.086
-0.247 0.071 -0.049
-0.783 -0.082 -0.061
-0.001 -0.005 -0.008
0.028 -0.037 0.033
-0.004 -0.012 0.004

The calculation puts the total energy at -93141.0792 eV. Its net charge is -2.

***

No. 2
C44H41BBr2CdN3O2PS | ωB97M-V/def2-TZVPD

Last column: Mulliken charge in e.
Element x y z (Å)
Cd: 0.717741 -0.981574 0.076019  1.022
Br: 0.341301 2.122276 1.541708  0.106
C: 2.020760 1.966694 2.410895  0.466
C: 2.260223 2.855403 3.419857  -0.604
C: 3.516921 2.855165 4.065309  -0.581
C: 4.488630 1.995687 3.647887  -0.841
C: 4.250292 1.068637 2.598161  1.318
C: 5.288474 0.217596 2.150988  -1.010
C: 5.046143 -0.655118 1.130083  -0.913
C: 3.754557 -0.757121 0.559984  0.281
C: 2.670223 0.006142 0.962746  -1.842
C: 2.965624 0.982503 1.970326  1.237
H: 1.492155 3.560636 3.707383  0.422
H: 3.706039 3.555304 4.871719  0.336
H: 5.471446 2.010301 4.109439  0.274
H: 6.260840 0.274434 2.632122  0.271
H: 5.838977 -1.310250 0.779242  0.368
H: 3.603820 -1.530595 -0.186854  0.099
N: -0.898320 -1.885927 1.405352  -0.856
P: -1.226638 -1.780957 2.882646  1.265
C: -2.433963 -3.057187 3.457703  -0.273
C: -3.012001 -3.091938 4.723939  -0.144
C: -3.939064 -4.074411 5.052876  -0.667
C: -4.297475 -5.031346 4.109020  -0.338
C: -3.725816 -5.001796 2.841210  -0.556
C: -2.796760 -4.017220 2.516512  -0.561
C: 0.130949 -1.939875 4.116459  0.282
C: 0.464523 -3.175747 4.668238  -0.529
C: 1.653466 -3.343737 5.367892  -0.636
C: 2.532444 -2.278204 5.513288  -0.600
C: 2.217683 -1.043100 4.960627  -0.617
C: 1.025991 -0.880294 4.267584  -0.077
C: -2.120075 -0.247548 3.435142  0.263
C: -2.938450 0.325587 2.454994  -0.604
C: -3.611270 1.514264 2.699438  -0.473
C: -3.458032 2.165401 3.921803  -0.458
C: -2.640957 1.612338 4.895981  -0.788
C: -1.980830 0.408777 4.652710  0.139
H: -2.735844 -2.341429 5.458296  0.296
H: -4.385030 -4.094599 6.041539  0.371
H: -5.023659 -5.796260 4.362871  0.348
H: -4.005619 -5.747605 2.104998  0.376
H: -2.325724 -3.948715 1.538709  0.425
H: -0.204159 -4.017948 4.531611  0.344
H: 1.907722 -4.316005 5.775308  0.362
H: 3.472008 -2.415738 6.037213  0.359
H: 2.911813 -0.213963 5.036031  0.315
H: 0.801192 0.074585 3.810088  0.384
H: -2.984301 -0.160681 1.483455  0.349
H: -4.235330 1.953778 1.928188  0.376
H: -3.958329 3.110650 4.103772  0.363
H: -2.501452 2.125660 5.841430  0.364
H: -1.341166 -0.013989 5.420160  0.362
S: 3.581051 0.594626 -6.850501  -0.217
C: 3.118134 0.117599 -5.188147  0.114
C: 2.697710 -1.175506 -4.918710  -0.559
C: 2.290084 -1.476279 -3.620495  -0.388
N: 2.287276 -0.577319 -2.646504  0.121
C: 2.711993 0.650875 -2.905622  -0.398
C: 3.148445 1.051613 -4.164781  -0.442
C: 1.985840 1.158252 -7.430816  0.317
C: 1.622822 2.490919 -7.330081  -0.074
C: 0.369092 2.880180 -7.786541  -0.397
N: -0.513143 2.043429 -8.326373  -0.623
C: -0.154344 0.764558 -8.414242  -0.401
C: 1.074381 0.276328 -7.987722  -0.189
H: 2.681458 -1.929626 -5.695908  0.427
H: 1.944744 -2.467551 -3.335276  0.325
H: 2.672579 1.346869 -2.072168  0.421
H: 3.481553 2.065837 -4.345465  0.406
H: 2.301688 3.210533 -6.891825  0.355
H: 0.058121 3.916394 -7.706342  0.372
H: -0.888041 0.090800 -8.843894  0.355
H: 1.314766 -0.774787 -8.078049  0.334
Br: 1.737330 -3.485725 -0.610896  -0.870
C: -1.316614 2.321641 -4.090607  -2.124
C: -1.518837 1.888902 -2.645512  1.936
C: -1.734728 3.121882 -1.771023  -2.008
O: -0.322544 1.257961 -2.191016  0.093
B: -0.614542 0.133394 -1.369943  -0.495
O: -2.005274 -0.090868 -1.476461  -0.301
C: -2.600006 0.782149 -2.439629  2.124
C: -2.868510 -0.048163 -3.692538  -2.198
C: -3.920558 1.280816 -1.871935  -1.852
H: -0.564692 3.114407 -4.126348  0.500
H: -2.244348 2.708492 -4.526212  0.331
H: -0.959404 1.492997 -4.701800  0.302
H: -0.864348 3.773670 -1.870585  0.492
H: -1.812236 2.834810 -0.721036  0.123
H: -2.630209 3.681028 -2.059225  0.308
H: -1.934719 -0.436045 -4.103074  0.325
H: -3.389640 0.525744 -4.465740  0.327
H: -3.486596 -0.901498 -3.407343  0.543
H: -3.776869 1.744704 -0.896307  0.186
H: -4.592227 0.429056 -1.742460  0.498
H: -4.398329 2.001959 -2.544943  0.326

Cartesian forces, eV/Å:
-0.228 0.128 0.145
-0.112 -0.062 0.027
0.087 -0.111 -0.021
0.128 -0.025 0.058
-0.055 0.038 0.014
0.000 -0.054 -0.059
0.003 0.021 -0.005
-0.050 0.051 0.056
-0.120 -0.011 -0.074
0.167 0.007 0.177
0.011 -0.337 0.015
-0.093 0.222 -0.062
0.008 0.002 0.001
-0.011 -0.007 -0.009
0.003 -0.014 0.000
-0.016 0.015 -0.002
-0.018 0.011 -0.016
0.010 0.030 0.006
0.148 0.090 0.291
-0.037 -0.013 -0.153
-0.055 -0.100 0.014
-0.027 -0.043 -0.005
0.040 0.016 -0.049
0.045 0.037 -0.040
0.040 0.063 0.039
-0.037 -0.016 0.076
0.093 -0.017 -0.063
-0.003 0.046 0.068
-0.036 0.031 -0.030
-0.013 0.000 0.008
-0.044 0.004 -0.018
0.017 -0.070 0.035
0.027 0.167 -0.147
0.100 0.039 0.028
0.058 -0.013 0.061
0.006 -0.041 -0.063
0.023 -0.070 -0.026
-0.098 -0.004 0.082
-0.015 -0.016 -0.005
0.008 0.008 -0.008
0.011 0.004 -0.010
0.012 0.018 0.008
-0.021 -0.009 0.028
0.022 -0.013 -0.008
-0.014 0.007 0.004
-0.013 0.005 -0.010
-0.014 0.011 -0.003
-0.002 0.045 -0.034
0.011 0.008 0.019
0.015 -0.024 0.007
-0.002 -0.024 -0.005
0.000 -0.023 -0.004
0.023 0.032 -0.016
-0.002 -0.001 -0.046
-0.041 0.022 -0.069
-0.068 -0.058 0.053
-0.015 0.007 -0.076
0.256 -0.017 0.080
-0.096 0.055 -0.047
-0.064 0.022 0.100
0.110 -0.042 0.107
-0.090 0.166 -0.011
0.101 -0.041 0.046
-0.001 0.000 -0.011
0.098 -0.033 0.045
-0.152 -0.085 -0.082
-0.009 0.024 0.011
0.053 0.026 0.011
0.036 -0.030 -0.028
-0.010 -0.015 0.006
-0.030 0.000 0.001
0.014 -0.001 0.002
0.013 -0.005 0.000
-0.024 0.012 0.007
0.090 -0.207 -0.183
-0.033 0.057 -0.067
0.047 -0.072 0.035
-0.023 0.012 0.055
0.083 -0.237 0.060
-0.420 0.300 -0.361
0.168 0.224 0.031
0.041 -0.068 0.062
0.026 -0.022 -0.062
-0.088 0.010 -0.027
-0.012 -0.034 -0.001
0.042 -0.001 0.014
-0.022 0.010 0.004
-0.016 -0.025 0.013
-0.028 0.012 -0.021
0.029 -0.009 0.010
-0.020 0.010 0.016
0.028 -0.024 0.025
0.014 0.020 -0.014
0.000 -0.005 -0.034
0.012 0.034 -0.002
0.015 -0.031 0.031

The calculation puts the total energy at -220312.0144 eV. For the relative energy (zero: lowest compared OMol25 entry of this formula, charge and spin), the calculation gives 30.3 kJ/mol. Its net charge is -2.

***

no.,orbital gap (eV),HOMO energy (Eh)
1,4.95,-0.0667
2,4.88,-0.0490